Record 1
DFT (ωB97M-V/def2-TZVPD) results for a cluster of 9 separate species, C9H36O9 in total.

Output
* charge: 0
* structure (SMILES): CO.CO.CO.CO.CO.CO.CO.CO.CO
* Kohn-Sham gap: 10.141 eV
* E_LUMO: 0.29 eV

```
54
Properties=species:S:1:pos:R:3:forces:R:3:lowdin_charge:R:1
C -17.6607 -6.0986 20.2654 -0.230 -0.284 0.224 -0.13
O -17.8554 -6.2482 18.8628 0.027 0.275 -0.051 -0.13
H -17.0545 -6.9244 20.6435 0.004 0.088 0.177 0.08
H -17.1647 -5.1552 20.4826 0.159 0.019 -0.348 0.07
H -18.6158 -6.0631 20.7975 0.016 -0.138 -0.035 0.08
H -18.3850 -7.0337 18.7020 0.018 -0.001 0.032 0.09
C -15.0022 -2.0239 20.6497 -0.478 -0.768 -0.022 -0.13
O -15.9915 -2.2550 19.6447 -0.063 0.235 0.003 -0.14
H -14.7121 -0.9787 20.6182 0.183 -0.009 -0.140 0.07
H -15.4019 -2.2550 21.6442 -0.052 0.105 -0.029 0.06
H -14.1654 -2.7034 20.4831 0.305 0.333 0.061 0.07
H -15.9401 -3.1709 19.3519 0.141 -0.008 -0.013 0.04
C -15.2341 2.4277 20.3950 0.194 -0.390 -0.329 -0.16
O -14.0047 2.3619 19.6774 -0.381 0.051 0.247 -0.13
H -15.2500 3.3663 20.9387 -0.028 0.063 0.046 0.07
H -16.0999 2.3797 19.7240 0.027 0.170 0.010 0.08
H -15.3408 1.5952 21.1013 0.085 0.104 0.086 0.07
H -14.0112 1.5504 19.1541 0.220 -0.045 -0.054 0.02
C -13.5313 -6.2795 21.3833 0.032 -0.029 -0.203 -0.17
O -12.5964 -6.1171 22.4344 -0.167 -0.053 0.106 -0.12
H -14.5366 -6.2598 21.8027 0.064 0.114 0.168 0.07
H -13.4458 -5.4731 20.6483 -0.078 -0.060 -0.050 0.07
H -13.4254 -7.2441 20.8746 0.118 0.066 -0.030 0.08
H -11.7256 -5.9709 22.0556 -0.019 0.025 0.007 0.08
C -16.5474 -3.8996 16.9296 -0.230 -0.280 0.138 -0.16
O -15.7532 -4.9286 17.5162 0.027 0.244 -0.199 -0.13
H -15.8974 -3.0621 16.6961 0.009 0.088 0.142 0.06
H -17.0427 -4.1982 15.9989 0.134 -0.209 0.042 0.08
H -17.3303 -3.6034 17.6347 0.022 0.288 -0.136 0.08
H -16.3649 -5.6162 17.8131 -0.034 0.006 0.072 0.03
C -13.2535 -2.5859 23.7527 0.207 0.241 -0.229 -0.15
O -11.9372 -2.5795 23.2004 -0.035 -0.051 0.059 -0.13
H -13.7578 -3.4555 23.3380 -0.078 -0.010 0.075 0.07
H -13.2518 -2.6488 24.8435 0.113 -0.075 -0.006 0.08
H -13.7817 -1.6730 23.4646 -0.172 -0.117 0.003 0.07
H -11.6119 -1.6761 23.1928 0.009 -0.009 0.102 0.07
C -11.3318 -2.4656 19.7655 -0.106 -0.072 0.352 -0.18
O -10.2214 -1.7644 19.2330 -0.032 -0.050 -0.103 -0.11
H -11.0308 -3.2824 20.4316 0.055 0.037 -0.061 0.07
H -11.9868 -1.8066 20.3415 -0.038 0.015 -0.086 0.06
H -11.9047 -2.8882 18.9429 0.070 0.049 -0.103 0.07
H -9.8239 -1.2598 19.9469 0.058 0.014 -0.038 0.07
C -13.5939 -1.0825 17.1544 -0.253 0.379 0.082 -0.11
O -14.1155 -0.0644 18.0282 0.058 -0.215 -0.321 -0.14
H -13.8756 -0.8513 16.1247 0.097 -0.117 -0.043 0.08
H -12.5106 -1.0834 17.2264 0.033 0.039 0.133 0.08
H -13.9922 -2.0611 17.4278 0.066 -0.036 0.042 0.06
H -15.0162 0.0948 17.7294 -0.064 -0.027 0.197 0.09
C -18.5285 -2.5887 22.0670 0.097 0.603 -0.449 -0.16
O -19.7512 -1.8586 22.1146 0.015 -0.173 0.098 -0.12
H -18.6922 -3.6583 22.2053 0.127 -0.041 0.171 0.07
H -18.0037 -2.4024 21.1221 -0.092 -0.228 -0.017 0.06
H -17.8827 -2.1718 22.8373 -0.111 -0.238 0.246 0.08
H -20.3590 -2.2698 21.4950 -0.045 0.084 -0.030 0.07
```
Forces are in eV/Å.

Record 2
DFT (ωB97M-V/def2-TZVPD) results for a cluster of 2 separate species, HN2O3S in total at a distorted geometry.

Output
* charge: -1
* Kohn-Sham gap (alpha / beta): 7.597 / 3.529 eV
* E_LUMO (alpha / beta): 3.46 / 0.55 eV

```
7
Properties=species:S:1:pos:R:3:forces:R:3:lowdin_charge:R:1
N -2.5208 -0.1012 1.2024 0.083 0.754 0.887 -0.11
N -3.3734 -0.0477 0.0663 1.896 -1.766 -0.621 -0.54
O -2.9172 -0.5241 -0.9577 0.187 0.032 -1.521 -0.05
O -4.5218 0.2749 0.1859 -2.169 1.079 0.922 -0.05
O -1.3345 -0.2725 0.8413 0.143 -0.044 0.279 -0.21
S 2.1416 0.0067 -0.2664 3.366 -1.073 -0.009 0.38
H 0.9616 0.3901 -0.2649 -3.507 1.017 0.063 -0.40
```
Forces are in eV/Å.

Summary of DFT total energy in Ha
-1041.4837 -733.8444
(order as listed above)
Summary of ΔE to the lowest compared entry with this formula, charge and spin in kJ/mol
491.3 713.4
(order as listed above)